*w*
Below is a cluster of 2 separate species, C4H12NOS in total, with properties calculated with the ωB97M-V functional and the def2-TZVPD basis.

## Properties
* HOMO-LUMO gap: 0.1986 hartree
* HOMO: -2.2 eV
* net charge: -1

Last columns: bonded neighbours and bond lengths (Å).
Cartesian coordinates (Å):
1 C -1.05 0.10 0.57  N10 1.512, C12 1.555, H18 1.065, H19 1.078
2 H -0.65 3.09 0.41  C15 1.237
3 H 0.79 0.45 -0.53  N10 0.936
4 S -2.56 -1.83 1.09  C12 1.788
5 H -1.20 2.99 -2.09  C8 1.113
6 H -1.86 -1.30 -1.13  C12 1.104
7 H -0.48 -1.94 -0.07  C12 1.144
8 C -0.22 2.55 -1.79  H5 1.113, H9 1.154, H11 1.042, C15 1.550
9 H -0.32 1.42 -1.98  C8 1.154
10 N 0.16 0.83 0.06  C1 1.512, H3 0.936, C15 1.491
11 H 0.56 2.90 -2.38  C8 1.042
12 C -1.39 -1.25 -0.13  C1 1.555, S4 1.788, H6 1.104, H7 1.144
13 H 3.55 -3.82 2.31  O16 0.972
14 H 0.93 2.53 0.10  C15 1.058
15 C -0.03 2.27 -0.27  H2 1.237, C8 1.550, N10 1.491, H14 1.058
16 O 3.57 -4.77 2.08  H13 0.972, H17 0.975
17 H 2.64 -4.68 1.82  O16 0.975
18 H -0.57 -0.35 1.41  C1 1.065
19 H -1.87 0.80 0.53  C1 1.078



*x*
Below is a cluster of 2 separate species, C4H12NOS in total, with properties calculated with the ωB97M-V functional and the def2-TZVPD basis.

## Properties
* HOMO-LUMO gap: 0.2307 hartree
* HOMO: -2.6 eV
* net charge: -1

Last columns: bonded neighbours and bond lengths (Å).
Cartesian coordinates (Å):
1 C 1.03 0.20 2.56  N5 1.458, H7 1.097, H13 1.084, H18 1.099
2 H 0.17 -2.61 -0.20  C6 1.098
3 C 0.41 -0.49 0.28  N5 1.462, C6 1.539, C16 1.537, H19 1.087
4 H 1.19 -0.63 -1.69  C16 1.096
5 N 1.20 0.40 1.12  C1 1.458, C3 1.462, H10 1.014
6 C 0.86 -1.97 0.36  H2 1.098, C3 1.539, H11 1.099, H14 1.094
7 H 1.24 -0.81 2.92  C1 1.097
8 O -1.51 1.99 0.55  H12 0.980, H15 0.966
9 S -1.22 -0.18 -1.98  C16 1.835
10 H 2.19 0.31 0.90  N5 1.014
11 H 0.82 -2.31 1.40  C6 1.099
12 H -1.76 1.28 -0.08  O8 0.980
13 H 1.66 0.93 3.07  C1 1.084
14 H 1.91 -2.05 0.06  C6 1.094
15 H -0.56 1.86 0.67  O8 0.966
16 C 0.43 -0.02 -1.18  C3 1.537, H4 1.096, S9 1.835, H17 1.096
17 H 0.68 1.04 -1.21  C16 1.096
18 H -0.02 0.39 2.81  C1 1.099
19 H -0.61 -0.48 0.65  C3 1.087



Which of them is least stable? Easy: *w*.



*w*
Below is the molecule C3H9NOS, with properties calculated with the ωB97M-V functional and the def2-TZVPD basis.

## Properties
* HOMO-LUMO gap: 0.3685 hartree
* HOMO: -9.2 eV

Last columns: bonded neighbours and bond lengths (Å).
Cartesian coordinates (Å):
1 C -0.37 -1.11 0.63  H3 1.086, S4 1.821, H9 1.081, C14 1.555
2 H -2.32 -1.14 1.96  S4 1.326
3 H 0.19 -1.95 0.24  C1 1.086
4 S -2.14 -1.53 0.70  C1 1.821, H2 1.326
5 H 1.98 -0.67 -0.62  C11 1.086
6 H -1.71 1.30 -0.09  N15 0.997
7 H -0.49 -0.21 -1.29  C14 1.088
8 O 1.79 1.11 -1.52  C11 1.441, H13 0.963
9 H -0.04 -0.84 1.62  C1 1.081
10 H 1.84 0.67 0.45  C11 1.096
11 C 1.40 0.23 -0.45  H5 1.086, O8 1.441, H10 1.096, C14 1.502
12 H -0.42 1.71 0.89  N15 1.004
13 H 1.11 1.01 -2.19  O8 0.963
14 C -0.09 0.09 -0.32  C1 1.555, H7 1.088, C11 1.502, N15 1.439
15 N -0.72 1.33 0.01  H6 0.997, H12 1.004, C14 1.439



*x*
Below is a cluster of 2 separate species, C3H9NOS in total, with properties calculated with the ωB97M-V functional and the def2-TZVPD basis.

## Properties
* HOMO-LUMO gap: 0.3574 hartree
* HOMO: -9.5 eV

Last columns: bonded neighbours and bond lengths (Å).
Cartesian coordinates (Å):
1 H 0.26 0.41 -2.09  C12 1.111
2 N 2.27 -0.43 -0.77  S6 1.509, H13 1.023
3 H 2.16 0.27 1.29  S6 1.370
4 O 1.19 -1.72 1.15  S6 1.461
5 C -0.27 0.52 0.20  S6 1.921, C11 1.515, C12 1.535
6 S 1.37 -0.46 0.44  N2 1.509, H3 1.370, O4 1.461, C5 1.921
7 H -0.23 1.89 0.83  no bonds
8 H -1.08 0.04 2.02  C11 1.055
9 H -2.25 0.30 0.93  C11 1.064
10 H -1.38 -0.25 -1.62  C12 1.194
11 C -1.32 -0.20 1.02  C5 1.515, H8 1.055, H9 1.064, H14 1.039
12 C -0.52 0.53 -1.32  H1 1.111, C5 1.535, H10 1.194, H15 1.044
13 H 2.02 -1.17 -1.42  N2 1.023
14 H -1.37 -1.23 0.85  C11 1.039
15 H -0.86 1.50 -1.51  C12 1.044



*y*
Below is the molecule C3H9NOS, with properties calculated with the ωB97M-V functional and the def2-TZVPD basis.

## Properties
* HOMO-LUMO gap: 0.3702 hartree
* HOMO: -9.2 eV

Last columns: bonded neighbours and bond lengths (Å).
Cartesian coordinates (Å):
1 S -3.10 0.59 0.77  H2 1.340, C8 1.835
2 H -2.65 1.59 0.01  S1 1.340
3 N 0.63 -0.73 -0.34  H7 1.009, C14 1.463, C15 1.434
4 H 2.34 -0.80 -1.46  C15 1.076
5 H 1.33 0.61 -1.74  C15 1.091
6 H -0.39 1.07 -0.24  C14 1.095
7 H 0.99 -1.47 0.23  N3 1.009
8 C -1.68 -0.53 0.48  S1 1.835, H12 1.079, H13 1.084, C14 1.522
9 H 0.01 0.48 1.34  C14 1.092
10 O 2.58 0.67 -0.09  H11 0.973, C15 1.429
11 H 2.12 0.73 0.77  O10 0.973
12 H -1.91 -1.07 -0.42  C8 1.079
13 H -1.65 -1.22 1.32  C8 1.084
14 C -0.32 0.15 0.35  N3 1.463, H6 1.095, C8 1.522, H9 1.092
15 C 1.73 -0.06 -0.98  N3 1.434, H4 1.076, H5 1.091, O10 1.429



Which of them is least stable? Easy: *x*.